1.
Here is C16H17Br2MgN4OSe2Te2 as an isolated structure at a distorted geometry from the OMol25 dataset. Energies are from wB97M-V/def2-TZVPD.

Cartesian coordinates (Å):
Mg1 1.1228 -2.2181 0.2487
Br1 -2.5923 -4.7582 -1.0500
C1 -2.9359 -3.0699 -0.2480
C2 -4.2454 -2.6917 0.0095
C3 -4.5003 -1.4645 0.5714
Br2 -6.3157 -0.9651 0.9000
C4 -3.4644 -0.5719 0.8870
C5 -3.6469 0.7266 1.4036
C6 -2.5544 1.5139 1.6503
C7 -1.2779 0.9826 1.4290
N1 -1.0731 -0.2173 0.9510
C8 -2.1221 -0.9909 0.6497
C9 -1.8221 -2.2719 0.0494
O1 -0.6321 -2.6230 -0.2094
H1 -5.0517 -3.3658 -0.2435
H2 -4.6498 1.0890 1.5880
H3 -2.6727 2.5240 2.0115
H4 -0.3932 1.5700 1.6394
Se1 2.5855 -2.7736 -1.9815
Te1 4.6057 -3.2283 -0.5666
Te2 3.5150 -4.9005 1.2601
Se2 1.8782 -3.3561 2.3956
C10 0.2953 2.0753 -2.5126
C11 -0.3888 0.7712 -2.1258
N2 0.5523 -0.0263 -1.3906
C12 1.4017 0.4726 -0.4633
N3 1.9432 -0.3513 0.3657
C13 2.9290 0.1127 1.3074
C14 3.6936 1.3058 0.7456
C15 2.6740 2.3729 0.3744
N4 1.7104 1.8057 -0.5408
C16 0.8612 2.7261 -1.2562
H5 -0.4068 2.7556 -2.9954
H6 1.1095 1.8437 -3.1999
H7 -0.6851 0.2084 -3.0163
H8 -1.2976 0.9813 -1.5349
H9 0.3093 -0.9894 -1.2048
H10 3.6149 -0.7150 1.5158
H11 2.4377 0.3779 2.2566
H12 4.2246 0.9877 -0.1554
H13 4.4158 1.6974 1.4628
H14 3.1602 3.2201 -0.1267
H15 2.1833 2.7573 1.2853
H16 1.4691 3.5981 -1.5255
H17 0.0361 3.0739 -0.6107

Cartesian forces, eV/Å:
Mg 1.5 -0.9 0.6
Br -0.1 0.2 0.1
C 0.7 -0.3 -0.1
C -0.2 0.4 0.2
C -0.5 -0.3 -0.2
Br 0.1 -0.1 0.0
C 0.3 -0.1 0.0
C 0.1 0.2 0.0
C -0.4 -0.1 0.0
C 0.2 -0.1 -0.1
N 0.3 0.2 0.3
C -0.7 -0.1 0.0
C -1.0 -0.1 0.0
O -0.2 -0.1 -0.5
H 0.0 0.0 0.0
H 0.0 0.0 0.0
H 0.0 0.1 0.1
H 0.1 0.1 0.1
Se -0.2 -0.2 0.1
Te -0.1 0.0 0.1
Te 0.0 0.1 0.0
Se 0.1 -0.1 0.2
C 0.0 -0.1 0.2
C -0.3 0.2 -0.2
N 0.0 0.0 -0.1
C 0.6 0.4 -0.1
N -0.4 0.1 0.0
C 0.5 0.1 0.2
C -0.3 0.0 0.1
C 0.3 0.0 0.2
N 0.0 0.1 -0.1
C -0.2 0.1 -0.2
H 0.0 0.0 0.0
H 0.0 0.1 -0.1
H 0.0 0.1 0.1
H 0.1 0.0 -0.1
H -0.5 0.3 -0.7
H -0.2 0.1 0.0
H 0.1 0.0 -0.1
H 0.0 0.0 0.0
H 0.0 0.0 0.0
H -0.1 -0.1 0.1
H 0.1 0.0 -0.1
H -0.1 -0.1 0.1
H 0.1 0.0 -0.1

LUMO level: 2.23 eV
ΔE to the lowest compared entry with this formula, charge and spin: 6.7 kcal per mole
HOMO-LUMO gap: 5.868 eV
net charge: -1

2.
Here is C16H17Br3F6N2O5PS6SbTi as an isolated structure at a distorted geometry from the OMol25 dataset. Energies are from wB97M-V/def2-TZVPD.

Cartesian coordinates (Å):
Ti1 0.8618 0.8573 -0.8871
Br1 -0.7034 1.2507 1.8167
C1 -0.5457 3.1809 1.8072
Br2 -1.4407 3.8363 0.2704
H1 0.5134 3.4204 1.7379
H2 -1.0214 3.5886 2.6944
S1 3.4892 3.6983 -3.9057
Sb1 1.3985 3.3447 -3.1302
S2 1.4582 2.9980 -0.6743
S3 0.9477 0.9059 -3.1508
S4 -0.4554 4.5067 -3.7044
O1 1.2795 -5.4127 1.3959
C2 0.9529 -4.2233 0.8910
C3 0.0116 -3.3576 1.4567
C4 -0.2521 -2.1568 0.8303
N1 0.3355 -1.7509 -0.2978
C5 1.2343 -2.5873 -0.8152
Br3 2.0967 -2.0509 -2.4034
C6 1.5687 -3.8163 -0.2923
H3 0.8216 -5.5963 2.2268
H4 -0.5134 -3.6190 2.3649
H5 -0.9966 -1.4891 1.2441
H6 2.2902 -4.4506 -0.7777
C7 -2.3565 1.8892 -2.7277
P1 -1.5592 0.6191 -1.6760
C8 -1.6481 -0.7843 -2.8643
C9 -2.9418 0.1472 -0.5562
C10 -3.7385 1.1115 0.0568
C11 -4.7241 0.7372 0.9539
C12 -4.9347 -0.6015 1.2408
C13 -4.1644 -1.5697 0.6185
C14 -3.1634 -1.1968 -0.2608
H7 -2.4572 2.8546 -2.2305
H8 -3.3416 1.5135 -3.0096
H9 -1.7542 2.0356 -3.6299
H10 -2.6973 -1.0426 -3.0109
H11 -1.1003 -1.6574 -2.5094
H12 -1.2100 -0.4723 -3.8126
H13 -3.6054 2.1576 -0.1737
H14 -5.3217 1.4976 1.4356
H15 -5.6964 -0.8943 1.9471
H16 -4.3342 -2.6187 0.8204
H17 -2.5658 -1.9629 -0.7347
F1 5.5383 0.1105 -1.4233
C15 4.5235 0.7296 -0.8555
F2 4.9392 1.8450 -0.2736
F3 3.6348 1.0641 -1.8066
S5 3.5964 -0.3220 0.4063
O2 2.2118 0.0030 0.0496
O3 3.9154 -1.6853 0.1838
N2 4.0285 0.2112 1.7882
S6 3.1883 1.3118 2.5484
O4 2.1130 1.8399 1.7533
O5 3.9588 2.2161 3.3107
C16 2.2741 0.1870 3.7367
F4 1.6056 -0.7131 2.9864
F5 3.0786 -0.4781 4.5496
F6 1.3777 0.8402 4.4717

Cartesian forces, eV/Å:
Ti -1.3 1.6 -1.8
Br -0.1 -0.1 0.2
C 0.0 0.0 0.1
Br -0.7 0.9 -0.1
H -0.2 -0.1 0.1
H 0.1 -0.2 0.0
S -0.6 -0.2 0.3
Sb 0.1 0.5 -0.3
S 0.0 -0.4 -0.3
S 0.3 0.1 0.2
S 0.5 -0.2 0.2
O 0.1 -0.3 0.2
C -0.3 0.7 -0.3
C 0.1 -0.1 0.0
C -0.1 -0.1 0.2
N 0.2 0.2 -0.2
C -0.1 -0.3 -0.1
Br -0.1 -0.4 -0.1
C -0.1 -0.2 0.2
H 0.0 0.1 -0.1
H 0.0 0.0 0.1
H 0.0 0.0 0.1
H 0.1 0.0 0.0
C 0.2 0.0 0.1
P -1.2 -0.4 -0.6
C 0.1 -0.1 0.0
C 0.4 0.1 0.1
C -0.1 -0.1 -0.2
C 0.0 0.0 0.0
C 0.0 -0.1 0.1
C 0.0 -0.1 0.1
C 0.0 0.1 -0.2
H 0.1 -0.2 -0.1
H 0.0 -0.1 0.1
H -0.1 0.0 0.3
H 0.0 0.0 0.0
H 0.0 0.0 0.0
H -0.1 0.0 0.1
H 0.1 0.0 0.0
H -0.1 0.0 0.0
H -0.1 0.0 0.0
H 0.0 0.0 0.0
H 0.0 0.0 0.0
F -0.1 -0.3 0.3
C -0.4 0.7 -0.5
F 0.0 -0.2 0.1
F 0.7 -0.4 0.2
S 1.7 -0.2 -0.1
O 0.4 -0.6 0.6
O 0.3 -0.1 0.2
N 0.2 -0.1 -0.3
S -1.6 0.0 0.7
O 0.6 0.2 0.5
O 0.8 0.0 0.3
C 0.0 -0.1 -0.2
F 0.1 0.0 0.0
F 0.2 0.0 0.0
F 0.2 0.3 -0.1

LUMO level: -1.68 eV
ΔE to the lowest compared entry with this formula, charge and spin: 72.0 kcal per mole
HOMO-LUMO gap: 6.465 eV
net charge: 0

3.
Here is one molecule with the formula C16H17BrN8O4S2 at a distorted geometry from the OMol25 dataset. Energies are from wB97M-V/def2-TZVPD.

Cartesian coordinates (Å):
C1 -3.5366 0.9298 -3.2307
C2 -2.1774 0.3408 -3.1647
N1 -1.9438 -0.9008 -2.7730
N2 -0.6218 -1.0946 -2.8329
C3 -0.0549 -2.3269 -2.3639
C4 -0.2966 -2.4698 -0.8549
O1 0.6017 -2.6383 -0.0613
N3 -1.6062 -2.4031 -0.5246
C5 -1.9745 -2.1994 0.8481
C6 -0.9293 -2.7606 1.8493
O2 -0.6416 -3.8430 2.2498
N4 -0.5719 -1.4791 2.2076
C7 0.3381 -0.7855 2.9742
C8 1.6125 -1.5013 3.2869
O3 2.7086 -1.0127 3.1518
O4 1.3989 -2.7284 3.7165
C9 0.1034 0.5097 3.2801
C10 1.1522 1.3511 3.9044
S1 2.3671 2.0352 2.6611
C11 1.9928 1.1825 1.2024
N5 0.8296 1.0199 0.6019
N6 1.0856 0.3623 -0.5184
N7 2.3270 0.1251 -0.6464
N8 2.9451 0.6163 0.4197
C12 4.3445 0.4849 0.6722
C13 -1.1662 1.2394 2.9454
S2 -2.5890 0.2032 2.4552
C14 -1.5424 -0.8158 1.3774
C15 0.0235 0.0081 -3.2466
C16 -0.9510 0.9549 -3.4782
Br1 -0.6927 2.7129 -4.0916
H1 -3.7029 1.3833 -4.2066
H2 -4.2816 0.1594 -3.0554
H3 -3.6437 1.7087 -2.4761
H4 -0.5230 -3.1709 -2.8807
H5 1.0197 -2.3216 -2.5460
H6 -2.2361 -2.0568 -1.2513
H7 -3.0069 -2.4948 1.0282
H8 2.2225 -3.2311 3.8185
H9 0.7373 2.2298 4.3946
H10 1.7809 0.7935 4.5962
H11 4.7539 -0.2028 -0.0642
H12 4.8376 1.4547 0.5930
H13 4.4801 0.0893 1.6799
H14 -1.5131 1.8023 3.8131
H15 -0.9769 1.9375 2.1250
H16 -1.1016 -0.1561 0.6259
H17 1.0879 0.0582 -3.3367

Cartesian forces, eV/Å:
C 0.0 0.0 0.0
C 0.5 0.1 -0.1
N -0.7 -0.2 -0.1
N 0.1 0.5 -0.4
C 0.1 -0.4 0.4
C 0.1 -0.1 -0.6
O 0.4 -0.1 -0.1
N -0.5 -0.2 0.1
C 0.0 0.1 -0.1
C -0.3 -0.6 0.2
O -0.1 -0.2 0.0
N 0.2 0.4 0.0
C -0.2 0.4 0.4
C 0.4 0.3 0.0
O 0.0 0.0 0.0
O -0.3 -0.5 0.3
C 0.0 -0.6 0.2
C 0.6 -0.1 -0.2
S -0.1 0.5 0.2
C 0.3 -0.1 -0.2
N 0.2 0.7 0.5
N -0.5 -0.3 -0.5
N 0.9 -0.5 -0.7
N -1.4 0.5 0.6
C 0.7 -0.1 0.1
C -0.4 -0.2 -0.3
S -0.1 0.0 -0.1
C -0.2 0.6 0.1
C -0.4 0.3 -0.2
C 0.3 0.0 -0.1
Br 0.0 -0.2 0.1
H -0.1 0.0 0.0
H -0.1 0.0 0.0
H -0.1 0.0 0.0
H 0.1 0.1 0.0
H -0.2 0.0 0.1
H 0.2 -0.1 0.2
H 0.1 0.0 0.1
H 0.0 0.3 -0.1
H 0.0 -0.1 0.0
H -0.1 0.0 0.0
H 0.0 0.0 0.0
H 0.0 -0.1 0.0
H 0.0 0.0 -0.1
H 0.1 0.0 0.0
H 0.1 0.0 0.2
H -0.1 -0.3 0.1
H 0.2 0.0 0.0

SMILES: Cc1nn(CC(=O)N[C@H]2C(=O)N3C(C(=O)O)=C(CSc4nnnn4C)CS[C@H]23)cc1Br
LUMO level: 0.28 eV
ΔE to the lowest compared entry with this formula, charge and spin: 6.1 kcal per mole
HOMO-LUMO gap: 8.769 eV
net charge: 0

4.
Here is one molecule with the formula C16H17ClN2O4S from the OMol25 dataset. Energies are from wB97M-V/def2-TZVPD.

Cartesian coordinates (Å):
C1 -4.6327 -1.0875 0.3907
C2 -3.1816 -1.5218 0.5196
O1 -2.4583 -0.8748 -0.5125
C3 -1.1227 -0.9730 -0.5592
C4 -0.3611 -1.8032 0.2671
C5 1.0162 -1.8265 0.1528
C6 1.6386 -1.0460 -0.7988
S1 3.4232 -0.9509 -0.8374
O2 3.8137 -0.2034 -1.9931
O3 3.9778 -2.2524 -0.6144
N1 3.8300 -0.0547 0.5079
C7 3.2976 1.2849 0.6030
C8 1.8736 1.3509 1.1052
C9 1.5214 0.6884 2.2766
C10 0.2219 0.6950 2.7479
C11 -0.7616 1.3739 2.0486
C12 -0.4377 2.0580 0.8923
C13 0.8717 2.0489 0.4358
Cl1 1.2308 2.9310 -1.0043
C14 0.9038 -0.2522 -1.6560
C15 -0.4749 -0.1955 -1.5403
C16 -1.2596 0.7867 -2.3594
N2 -0.9595 0.7640 -3.6773
O4 -2.0629 1.5543 -1.8807
H1 -5.0304 -1.4030 -0.5694
H2 -5.2257 -1.5281 1.1870
H3 -4.6951 -0.0048 0.4479
H4 -2.7791 -1.2278 1.4980
H5 -3.0965 -2.6122 0.4139
H6 -0.8384 -2.4215 1.0098
H7 1.6156 -2.4559 0.7919
H8 3.7732 -0.6079 1.3476
H9 3.9485 1.8665 1.2661
H10 3.3730 1.6987 -0.4034
H11 2.2861 0.1619 2.8302
H12 -0.0205 0.1721 3.6609
H13 -1.7807 1.3804 2.4037
H14 -1.1953 2.5771 0.3269
H15 1.4362 0.3441 -2.3809
H16 -0.2746 0.1360 -4.0571
H17 -1.4039 1.4303 -4.2872

Cartesian forces, eV/Å:
C 0.4 -0.1 -0.1
C -0.3 -0.2 0.3
O 0.0 0.1 -0.1
C 0.4 0.1 -0.2
C -0.2 0.0 0.0
C -0.1 0.0 -0.1
C 0.8 0.0 -0.2
S 0.0 -0.2 0.4
O -0.3 0.3 0.0
O -0.2 0.0 0.3
N 0.1 -0.6 -0.6
C -0.1 0.4 -0.1
C -0.1 0.2 0.0
C -0.1 0.2 0.0
C 0.1 0.0 0.1
C 0.0 0.1 0.0
C 0.0 0.1 0.0
C 0.0 -0.1 0.4
Cl 0.0 0.2 -0.3
C -0.2 -0.1 -0.1
C -0.1 -0.1 0.2
C 0.2 -0.2 0.0
N 0.1 0.1 -0.5
O -0.3 0.2 0.2
H -0.1 0.0 -0.1
H -0.1 0.0 0.1
H -0.1 0.1 0.0
H 0.0 -0.1 -0.1
H 0.1 0.1 0.0
H -0.1 0.0 0.1
H 0.0 -0.1 0.1
H 0.0 -0.2 0.1
H 0.0 -0.1 -0.2
H 0.0 0.2 0.2
H 0.1 -0.1 0.1
H 0.0 -0.1 0.1
H -0.1 0.0 0.0
H 0.0 0.0 -0.1
H 0.0 0.1 -0.1
H -0.1 0.0 0.0
H 0.0 0.0 0.1

SMILES: CCOc1ccc(S(=O)(=O)NCc2ccccc2Cl)cc1C(N)=O
LUMO level: 0.34 eV
ΔE to the lowest compared entry with this formula, charge and spin: 0.0 kcal per mole
HOMO-LUMO gap: 9.265 eV
net charge: 0